(1)
A 2-piece molecular cluster, C4H6NO4 overall at a distorted geometry, computed with the ωB97M-V functional and the def2-TZVPD basis.

```
15
Properties=species:S:1:pos:R:3:forces:R:3
C 1.047 -1.627 -0.187 -0.2489 0.1502 -1.0355
C -2.743 -0.592 0.069 2.0930 0.8592 2.9443
C 0.662 1.263 0.370 -2.1930 -0.0622 3.3280
C -0.419 0.358 -0.249 1.9340 0.2417 -0.5925
N -1.438 -0.061 0.548 -0.0663 0.6289 -0.7028
O -3.607 -0.820 0.860 -1.4443 -0.3685 2.3149
O 1.517 -2.477 -0.942 -0.6963 1.3377 1.4656
O -2.693 -0.702 -1.107 -0.6611 -0.6218 -6.7300
O -0.619 0.575 -1.537 -1.1593 -0.2601 0.2672
H 1.112 -1.800 0.974 0.1756 -0.3818 -0.1940
H 0.194 2.289 0.830 0.8199 -2.2310 -1.3854
H 1.494 1.491 -0.278 0.0743 -0.3185 -0.0243
H 0.896 0.664 1.338 0.5056 1.1382 -1.5494
H -1.196 -0.256 1.468 0.3533 -0.1321 1.8564
H -1.521 0.087 -1.688 0.5135 0.0202 0.0375
```
Forces are in eV/Å.

Calculated values
LUMO (spin up / spin down)	3.72 / 3.72	eV
HOMO-LUMO gap (spin up / spin down)	6.4 / 6.4	eV
2S+1	1
total charge	-1
ΔE to the lowest compared entry with this formula, charge and spin	330.4	kJ/mol

Here are the Mulliken charges for atoms 1 to 6, given in e:
1 C 0.096
2 C 0.487
3 C -1.032
4 C 0.503
5 N -0.101
6 O -0.690

***

(2)
A 2-piece molecular cluster, C7H9NS2 overall at a distorted geometry, computed with the ωB97M-V functional and the def2-TZVPD basis.

```
19
Properties=species:S:1:pos:R:3:forces:R:3
H 0.303 3.160 0.723 1.2071 0.4249 -0.4384
N -0.189 2.869 1.536 -0.9317 -0.3080 0.8071
C 0.165 1.796 2.055 -1.0630 -0.8475 -0.9787
C 0.965 0.579 2.034 -3.4295 -0.4621 -2.3509
S -0.710 0.496 2.919 0.6661 0.7401 0.3452
H 1.686 0.542 2.729 2.9301 -0.4267 2.0597
H 0.917 -0.114 1.167 0.6088 0.8885 0.4877
C -0.875 -2.058 0.019 4.2057 -0.8680 -2.0911
C -0.352 -0.936 -0.922 -2.8271 -0.2736 0.2231
C 0.795 -0.769 -1.701 1.9599 -0.8923 -0.2856
C 0.765 0.316 -2.482 1.0865 3.2750 -0.9908
S -0.647 1.274 -2.231 0.0302 -0.5931 -0.2117
C -1.268 0.072 -1.200 1.1650 -0.2215 1.1813
H -0.152 -2.967 -0.093 -1.3968 1.4616 0.4675
H -0.865 -1.696 1.002 -0.0550 0.2460 1.5535
H -1.833 -2.350 -0.273 -1.4976 -0.4702 -0.4049
H 1.761 -1.279 -1.757 -0.6699 -0.6139 0.5672
H 1.636 0.851 -2.982 -1.3486 -1.2524 0.4241
H -2.103 0.213 -0.541 -0.6406 0.1932 -0.3640
```
Forces are in eV/Å.

Calculated values
LUMO	0.54	eV
HOMO-LUMO gap	9.4	eV
2S+1	1
total charge	0
ΔE to the lowest compared entry with this formula, charge and spin	127.0	kJ/mol
SMILES	[H]/N=C1\CS1.Cc1ccsc1

Here are the Mulliken charges for atoms 1 to 6, given in e:
1 H 0.263
2 N -0.615
3 C 0.549
4 C -0.463
5 S -0.167
6 H 0.359